13
Properties=species:S:1:pos:R:3:lowdin_charge:R:1 method="wB97M-V/def2-TZVPD" e_lumo_ev=0.7 homo_lumo_gap_ev=10.90 largest_force_ev_per_a=2.96 charge=0 mol_weight_g_mol=89.09 smiles="NC(=O)CCO"
N -0.893 -1.134 -0.980 0.1290
C -1.048 0.091 -0.462 -0.5720
O -2.257 0.391 -0.473 -0.0002
C 0.016 0.988 0.091 -0.0914
C 1.271 0.258 0.552 -0.2765
O 1.004 -0.685 1.565 -0.0570
H -2.009 -1.038 -1.139 0.1801
H -0.010 -1.558 -1.277 0.1104
H -0.454 1.518 0.924 0.1312
H 0.255 1.733 -0.678 0.1338
H 1.773 -0.209 -0.313 0.1146
H 1.975 0.976 0.981 0.1212
H 0.376 -1.330 1.209 0.0768

=====

59
Properties=species:S:1:pos:R:3:lowdin_charge:R:1 method="wB97M-V/def2-TZVPD" e_lumo_ev="2.4 / 1.0" s_squared=6.044 homo_lumo_gap_ev="3.26 / 6.02" largest_force_ev_per_a=4.10 charge=-1 mol_weight_g_mol=655.58 spin_multiplicity=5
Ir -0.706 -0.088 0.489 1.2809
Cl -1.739 0.017 2.842 0.3439
N -0.302 2.031 0.471 0.0201
N -0.371 -2.221 0.528 0.0178
C -1.024 2.800 -0.313 -0.3383
C -0.908 -2.982 -0.393 -0.3304
C 0.834 2.878 0.971 -0.5357
C 0.210 4.265 0.848 -0.0562
C 2.053 2.793 0.073 -0.0285
C 1.231 2.583 2.400 -0.0344
H 1.824 3.122 -0.950 0.0900
H 2.422 1.763 0.061 0.0723
H 2.834 3.452 0.475 0.0912
H 0.380 2.703 3.075 0.0647
H 2.007 3.306 2.688 0.0977
H 1.637 1.569 2.476 0.0830
C 0.641 -3.031 1.283 -0.5241
C 0.363 -4.439 0.761 -0.0552
C 0.391 -2.958 2.777 -0.0418
C 2.058 -2.583 0.974 -0.0245
H 2.423 -3.043 0.046 0.0899
H 2.724 -2.852 1.804 0.0957
H 2.051 -1.484 0.871 0.0384
H -0.662 -3.187 2.977 0.0892
H 0.649 -1.977 3.193 0.0605
H 1.024 -3.719 3.254 0.0947
O -0.576 -4.268 -0.355 0.0401
H -0.115 -5.071 1.524 0.1300
H 1.246 -4.955 0.364 0.1294
O -0.828 4.107 -0.177 0.0411
H 0.889 5.052 0.506 0.1342
H -0.271 4.562 1.790 0.1380
C -1.958 2.266 -1.319 -0.0657
C -1.807 -2.464 -1.444 -0.0704
C -1.182 -1.273 -2.102 -0.2350
H -2.735 -2.169 -0.924 0.1234
H -2.049 -3.255 -2.154 0.1217
C -1.083 -0.072 -1.400 -0.2677
C -1.277 1.149 -2.047 -0.2347
H -2.038 -0.181 1.531 -0.3285
C -0.742 1.209 -3.341 -0.2805
C -0.376 0.015 -3.974 -0.0169
C -0.547 2.555 -3.965 -0.0828
C -0.643 -1.230 -3.395 -0.2812
H 0.147 0.059 -4.935 0.1113
C -0.339 -2.529 -4.071 -0.0854
H 0.222 -2.346 -4.989 0.0663
H -1.240 -3.108 -4.306 0.0674
H 0.273 -3.156 -3.410 0.0694
H -1.488 3.100 -4.111 0.0668
H -0.040 2.443 -4.925 0.0670
H 0.081 3.183 -3.319 0.0660
H -2.288 3.066 -1.983 0.1232
H -2.832 1.891 -0.759 0.1255
O -0.087 0.390 7.242 -0.5432
Cl -0.226 0.589 5.763 0.7323
O -0.015 2.036 5.395 -0.5577
O 0.763 -0.278 5.024 -0.5732
O 1.117 -0.037 0.584 -0.3907

=====

10
Properties=species:S:1:pos:R:3:lowdin_charge:R:1 method="wB97M-V/def2-TZVPD" e_lumo_ev=-0.1 homo_lumo_gap_ev=7.87 largest_force_ev_per_a=5.74 charge=0 mol_weight_g_mol=196.97
C 0.937 -0.659 0.247 -0.6462
C -0.726 -1.460 -1.253 -0.0187
C -0.264 2.026 1.031 -0.1766
N 0.220 -1.151 -0.574 -0.1751
O -0.923 1.040 1.240 -0.0526
I 2.853 -1.345 0.715 0.7270
H -1.477 -2.135 -0.805 0.1039
H -0.849 -1.299 -2.259 0.0557
H 0.614 2.360 1.627 0.0812
H -0.384 2.624 0.030 0.1014

=====

116
Properties=species:S:1:pos:R:3:lowdin_charge:R:1 method="wB97M-V/def2-TZVPD" e_lumo_ev=-1.0 homo_lumo_gap_ev=5.67 largest_force_ev_per_a=1.08 charge=0 mol_weight_g_mol=1180.96
Mo -0.897 -0.252 -0.755 1.4008
N 0.043 3.241 -3.347 0.0925
C -0.570 2.337 -2.535 -0.8095
S 0.366 1.702 -1.196 0.7306
N -1.798 2.024 -2.740 0.0126
N -2.278 1.175 -1.758 -0.1470
C -3.560 1.223 -1.607 -0.0539
C -4.269 0.642 -0.503 -0.1533
C -5.672 0.631 -0.504 -0.0407
C -6.379 0.252 0.613 -0.0955
C -5.684 -0.079 1.778 -0.0768
C -4.306 -0.065 1.808 -0.0128
C -3.566 0.261 0.661 -0.3504
O -2.249 0.210 0.686 -0.2629
H 1.046 3.179 -3.417 0.0674
H -0.453 3.469 -4.193 0.0973
H -4.115 1.841 -2.310 0.1339
H -6.192 0.937 -1.403 0.1130
H -7.459 0.233 0.597 0.0981
H -6.232 -0.357 2.668 0.1029
H -3.766 -0.328 2.705 0.0988
N 1.474 -1.089 1.628 0.0449
C 0.520 -1.971 1.546 -0.7301
N -0.568 -1.805 0.794 -0.0617
C -1.536 -2.766 1.069 -0.3095
C -2.801 -2.862 0.495 -0.0712
C -3.640 -3.901 0.861 -0.0731
C -3.235 -4.864 1.780 -0.0941
C -1.969 -4.803 2.338 -0.0969
C -1.138 -3.757 1.980 -0.4773
S 0.488 -3.446 2.521 1.0868
H 1.137 0.244 1.630 -0.0429
H 2.245 -1.408 2.207 0.0735
H -3.126 -2.149 -0.253 0.1043
H -4.620 -3.966 0.412 0.1103
H -3.901 -5.671 2.047 0.1000
H -1.636 -5.555 3.039 0.1061
O 1.314 -2.405 -1.268 0.0760
C 1.068 -1.256 -1.276 -0.3688
O 0.763 1.223 1.906 -0.3609
As 1.145 1.392 3.545 1.3163
C 3.040 1.333 3.806 -0.2951
C 3.564 1.670 5.051 -0.1043
C 4.936 1.657 5.240 -0.0711
C 5.776 1.325 4.184 -0.0595
C 5.251 1.012 2.940 -0.0608
C 3.877 1.015 2.743 -0.0754
C 0.205 0.024 4.504 -0.3007
C 0.639 -0.425 5.746 -0.0867
C -0.066 -1.427 6.393 -0.0704
C -1.192 -1.976 5.795 -0.0651
C -1.619 -1.526 4.555 -0.0758
C -0.927 -0.518 3.900 -0.0941
C 0.542 3.115 4.090 -0.2967
C -0.433 3.247 5.070 -0.0825
C -0.864 4.516 5.430 -0.0710
C -0.325 5.632 4.810 -0.0690
C 0.646 5.493 3.827 -0.0665
C 1.087 4.232 3.464 -0.0785
H 2.909 1.962 5.867 0.1053
H 5.350 1.917 6.204 0.1079
H 6.847 1.327 4.329 0.1103
H 5.908 0.781 2.114 0.0939
H 3.464 0.784 1.768 0.1016
H 1.535 -0.017 6.201 0.0957
H 0.269 -1.787 7.356 0.1075
H -1.733 -2.766 6.294 0.1098
H -2.480 -1.980 4.082 0.1095
H -1.250 -0.176 2.922 0.0891
H -0.860 2.368 5.541 0.1042
H -1.624 4.629 6.190 0.1077
H -0.667 6.619 5.090 0.1079
H 1.057 6.367 3.341 0.1094
H 1.840 4.116 2.692 0.1165
N -1.188 -1.223 -2.283 -0.0657
C -1.415 -1.896 -3.332 -0.2481
C -1.633 -1.158 -4.608 -0.1761
C -0.789 -0.124 -4.995 -0.0328
C -1.051 0.588 -6.153 -0.0766
C -2.162 0.290 -6.926 -0.0939
C -3.013 -0.736 -6.538 -0.0870
C -2.748 -1.461 -5.390 -0.0463
C -1.476 -3.378 -3.340 -0.1493
C -1.235 -4.073 -4.526 -0.0286
C -1.224 -5.458 -4.539 -0.0800
C -1.454 -6.171 -3.372 -0.0903
C -1.673 -5.487 -2.186 -0.0667
C -1.674 -4.104 -2.171 -0.0188
H 0.082 0.098 -4.391 0.0640
H -0.380 1.381 -6.455 0.0983
H -2.364 0.851 -7.828 0.0967
H -3.884 -0.974 -7.133 0.0980
H -3.410 -2.264 -5.091 0.1176
H -1.044 -3.529 -5.440 0.1151
H -1.029 -5.980 -5.465 0.1006
H -1.450 -7.252 -3.385 0.0981
H -1.836 -6.028 -1.264 0.1017
H -1.806 -3.581 -1.238 0.0645
O 1.702 -0.163 -3.731 0.0562
C 2.419 0.122 -2.786 -0.5529
O 2.371 -0.399 -1.592 -0.0548
C 3.523 1.135 -2.939 -0.0836
C 4.401 1.403 -1.899 0.0944
C 5.390 2.359 -2.088 -0.1062
C 5.534 3.066 -3.269 0.0928
C 4.632 2.778 -4.278 -0.1089
C 3.636 1.820 -4.143 0.0850
N 4.738 3.522 -5.537 -0.3451
O 5.664 4.306 -5.650 0.0866
O 3.892 3.305 -6.389 0.0872
N 6.322 2.639 -0.993 -0.3286
O 6.140 2.051 0.068 0.0618
O 7.220 3.438 -1.202 0.0932
H 4.313 0.875 -0.963 0.1295
H 6.308 3.808 -3.395 0.1337
H 2.954 1.599 -4.950 0.1359

=====

45
Properties=species:S:1:pos:R:3:lowdin_charge:R:1 method="wB97M-V/def2-TZVPD" e_lumo_ev=-9.3 homo_lumo_gap_ev=7.10 largest_force_ev_per_a=6.26 charge=+2 mol_weight_g_mol=527.83
N -0.793 0.061 -2.014 -0.1636
C -1.775 -0.136 -2.836 -0.2335
O -2.095 -0.132 -3.975 0.2589
Cu 0.025 1.573 -2.981 0.7103
Ta -0.183 -0.225 -0.126 1.8104
N -1.109 1.091 0.994 -0.2362
N 1.750 -0.578 0.051 -0.2321
C -2.285 1.915 0.550 -0.6302
C 2.560 -1.629 -0.598 -0.6440
C -1.826 2.791 -0.603 -0.0487
C -2.850 2.810 1.654 -0.0300
C -3.409 0.978 0.103 -0.0303
C 4.017 -1.230 -0.814 -0.0357
C 2.588 -2.864 0.297 -0.0141
C 1.909 -1.991 -1.923 -0.0480
H -0.964 3.405 -0.291 0.1071
H -2.661 3.425 -0.949 0.1200
H -1.515 2.194 -1.479 0.0112
H -3.189 2.241 2.525 0.0957
H -3.732 3.320 1.236 0.1135
H -2.144 3.591 1.951 0.1053
H -3.101 0.311 -0.710 0.0411
H -4.250 1.584 -0.280 0.1166
H -3.756 0.391 0.965 0.1103
H 4.130 -0.354 -1.437 0.0951
H 4.527 -2.048 -1.322 0.1075
H 4.535 -1.074 0.128 0.0906
H 3.050 -2.641 1.261 0.1022
H 3.163 -3.651 -0.216 0.1177
H 1.579 -3.236 0.453 0.0687
H 1.030 -2.608 -1.756 0.0658
H 2.616 -2.598 -2.499 0.1142
H 1.625 -1.124 -2.533 0.0637
C 2.429 0.286 1.036 -0.0938
H 1.856 1.217 1.182 0.0718
H 2.522 -0.177 2.007 0.0991
H 3.446 0.539 0.716 0.0959
C -0.726 1.145 2.424 -0.0889
H -1.605 1.180 3.081 0.0999
H -0.152 0.250 2.709 0.0842
H -0.096 2.027 2.641 0.1073
F -0.817 -3.144 -0.669 0.0190
C -1.093 -2.108 0.252 -0.5282
F -2.501 -2.094 0.302 0.0273
F -0.730 -2.682 1.492 0.0268

=====

11
Properties=species:S:1:pos:R:3:lowdin_charge:R:1 method="wB97M-V/def2-TZVPD" e_lumo_ev=1.0 homo_lumo_gap_ev=10.07 largest_force_ev_per_a=1.33 charge=0 mol_weight_g_mol=61.08 smiles=CNCO
C 1.091 -0.023 1.281 -0.1437
N -0.267 0.061 0.783 -0.1151
C -0.490 0.530 -0.536 -0.3200
O -0.515 -0.492 -1.544 -0.0861
H 1.582 0.944 1.376 0.0714
H 1.162 -0.446 2.301 0.0824
H 1.790 -0.609 0.657 0.0714
H -0.831 -0.767 0.935 0.1143
H 0.271 1.248 -0.932 0.1317
H -1.514 0.944 -0.572 0.1185
H 0.226 -1.081 -1.325 0.0753

=====

72
Properties=species:S:1:pos:R:3:lowdin_charge:R:1 method="wB97M-V/def2-TZVPD" e_lumo_ev=0.9 homo_lumo_gap_ev=8.93 largest_force_ev_per_a=0.59 charge=0 mol_weight_g_mol=427.63 smiles="CCN(C[C@H]1CCCO1)C(=O)C1CCN(C2CCN(Cc3ccccc3C)CC2)CC1"
C 5.352 2.110 1.020 -0.0588
C 4.834 1.766 -0.376 -0.1979
N 4.410 0.387 -0.503 -0.0477
C 5.379 -0.581 -0.977 -0.0944
C 6.287 -1.148 0.128 -0.2962
C 6.939 -2.474 -0.297 -0.1248
C 8.360 -2.352 0.248 -0.1533
C 8.588 -0.849 0.119 -0.2001
O 7.350 -0.253 0.449 -0.1286
C 3.209 -0.104 -0.102 -0.4284
O 2.962 -1.296 -0.174 0.0605
C 2.142 0.884 0.355 -0.2383
C 1.283 1.257 -0.860 -0.1148
C 0.110 2.138 -0.408 -0.1818
N -0.745 1.516 0.581 -0.1292
C -1.656 0.456 0.145 -0.3204
C -2.160 0.618 -1.289 -0.1312
C -3.179 -0.471 -1.617 -0.1894
N -4.317 -0.388 -0.726 -0.1827
C -5.385 -1.298 -1.113 -0.1539
C -6.634 -1.062 -0.306 -0.1914
C -7.125 -2.065 0.518 -0.0485
C -8.270 -1.875 1.272 -0.0910
C -8.936 -0.664 1.207 -0.0901
C -8.452 0.340 0.387 -0.0479
C -7.307 0.161 -0.376 -0.2234
C -6.811 1.257 -1.266 -0.0382
C -3.891 -0.599 0.644 -0.1801
C -2.894 0.476 1.054 -0.1173
C 0.055 1.145 1.735 -0.1742
C 1.243 0.233 1.408 -0.1235
H 4.591 1.927 1.774 0.0700
H 6.221 1.500 1.246 0.0585
H 5.636 3.158 1.057 0.0758
H 5.639 1.926 -1.098 0.1215
H 4.009 2.428 -0.653 0.1081
H 4.809 -1.411 -1.403 0.1264
H 5.996 -0.119 -1.751 0.1366
H 5.682 -1.277 1.034 0.1568
H 6.399 -3.331 0.096 0.1198
H 6.962 -2.543 -1.386 0.1171
H 9.087 -2.936 -0.311 0.1107
H 8.394 -2.645 1.298 0.1147
H 9.340 -0.453 0.803 0.1221
H 8.872 -0.589 -0.912 0.1224
H 2.580 1.788 0.780 0.1246
H 0.908 0.340 -1.319 0.1215
H 1.880 1.789 -1.605 0.1170
H 0.513 3.046 0.056 0.1250
H -0.486 2.449 -1.266 0.1074
H -1.178 -0.536 0.223 0.1471
H -1.343 0.542 -2.007 0.1082
H -2.639 1.592 -1.395 0.1256
H -3.534 -0.335 -2.643 0.1226
H -2.689 -1.462 -1.557 0.1301
H -5.071 -2.353 -1.006 0.1258
H -5.600 -1.119 -2.171 0.1257
H -6.602 -3.010 0.571 0.1091
H -8.638 -2.667 1.907 0.0988
H -9.829 -0.502 1.793 0.0993
H -8.976 1.285 0.338 0.1069
H -7.351 2.181 -1.079 0.0755
H -6.949 0.982 -2.312 0.0868
H -5.747 1.413 -1.102 0.0679
H -4.772 -0.551 1.288 0.1234
H -3.429 -1.598 0.768 0.1312
H -2.614 0.319 2.095 0.1056
H -3.362 1.458 0.974 0.1250
H 0.429 2.076 2.178 0.1233
H -0.585 0.661 2.474 0.1097
H 1.814 0.038 2.318 0.1235
H 0.895 -0.727 1.025 0.1097

=====

90
Properties=species:S:1:pos:R:3:lowdin_charge:R:1 method="wB97M-V/def2-TZVPD" e_lumo_ev=3.3 homo_lumo_gap_ev=3.83 largest_force_ev_per_a=4.41 charge=-2 mol_weight_g_mol=1178.18
Cs -16.940 10.696 16.921 1.0892
I -13.748 8.041 12.097 0.8768
C -12.282 8.936 13.310 -0.6384
C -11.735 10.202 13.078 -0.2577
C -10.549 10.560 13.678 -0.7258
I -9.719 12.347 13.031 0.8294
C -9.895 9.714 14.630 -0.1923
C -8.574 9.895 15.065 -0.0824
C -8.008 8.938 15.900 -0.1112
C -8.759 7.895 16.347 -0.1847
N -10.009 7.734 15.939 0.1038
C -10.610 8.447 14.997 -0.1442
C -11.897 8.091 14.409 -0.4854
O -12.541 7.140 14.948 -0.1167
H -12.206 10.828 12.297 0.0833
H -7.835 10.597 14.675 0.0710
H -6.962 9.110 16.264 0.1073
H -8.315 7.084 16.931 0.0963
N -14.393 7.810 17.505 0.1505
C -14.045 8.921 18.219 -0.6696
N -12.696 9.208 18.277 0.1499
O -14.942 9.685 18.637 -0.2058
H -13.784 7.583 16.737 0.0585
H -15.433 7.835 17.343 0.0521
H -12.133 8.440 17.834 0.1076
H -12.265 9.847 18.920 0.0938
N -17.698 13.341 19.037 0.0251
C -18.167 14.455 19.331 -0.4609
C -17.556 15.239 20.492 -0.1800
C -16.169 15.160 20.752 -0.0397
C -15.535 16.014 21.658 -0.1239
C -16.297 16.954 22.323 -0.1435
C -17.694 16.941 22.186 -0.1284
C -18.269 16.187 21.192 -0.0975
C -19.245 15.078 18.450 -0.1889
C -19.369 16.374 18.148 -0.1125
C -20.375 16.788 17.310 -0.1574
C -21.306 15.883 16.826 -0.1165
C -21.124 14.480 17.072 -0.0687
C -19.975 14.076 17.728 -0.0289
H -15.596 14.337 20.286 0.1020
H -14.489 16.009 21.764 0.0694
H -15.767 17.691 22.989 0.0951
H -18.270 17.502 22.902 0.0789
H -19.370 16.311 20.985 0.1252
H -18.819 17.200 18.768 0.1371
H -20.362 17.787 16.902 0.0785
H -22.233 16.314 16.360 0.0909
H -21.808 13.798 16.611 0.0853
H -19.867 13.025 17.923 0.0820
F -21.534 11.396 15.314 0.0974
B -20.215 11.086 15.668 -1.2411
F -19.340 12.191 15.700 0.0226
F -19.724 10.051 14.850 0.0664
F -20.199 10.594 17.093 -0.0631
O -16.809 7.761 16.167 -0.6069
As -17.546 6.323 15.709 1.2429
C -19.157 5.858 16.647 -0.2825
C -19.193 5.320 17.956 -0.0776
C -20.424 4.902 18.565 -0.0943
C -21.591 5.068 17.901 -0.0783
C -21.589 5.881 16.696 -0.0486
C -20.410 6.209 16.069 -0.0918
C -18.006 6.444 13.721 -0.2384
C -19.002 5.640 13.088 -0.1128
C -19.575 6.040 11.866 -0.0775
C -19.097 7.181 11.157 -0.0730
C -18.099 7.920 11.749 -0.0797
C -17.579 7.558 12.995 -0.1116
C -16.147 5.053 15.968 -0.3029
C -15.016 5.214 15.119 -0.0766
C -14.045 4.193 15.102 -0.0498
C -14.324 2.914 15.665 -0.0859
C -15.507 2.789 16.372 -0.1023
C -16.427 3.862 16.637 -0.0847
H -18.173 5.177 18.405 0.1090
H -20.364 4.454 19.550 0.0999
H -22.504 4.775 18.343 0.0838
H -22.513 6.244 16.231 0.1083
H -20.254 6.643 15.074 0.0964
H -19.438 4.842 13.681 0.0928
H -20.225 5.344 11.374 0.0834
H -19.342 7.343 10.141 0.0859
H -17.675 8.796 11.265 0.1096
H -16.699 8.069 13.474 0.0801
H -14.686 6.148 14.698 0.0593
H -13.114 4.273 14.522 0.1095
H -13.645 2.083 15.575 0.0913
H -15.657 1.821 16.808 0.0814
H -17.228 3.669 17.356 0.0813